The following is a DFT calculation (ωB97M-V/def2-TZVPD) of 11 unconnected molecules or ions with the total composition C14H50N10O11 in a non-equilibrium geometry.

Calculated values
LUMO level = -0.363 eV
structure (SMILES) = NC(N)=O.NC(N)=O.NC(N)=O.NC(N)=O.NC(N)=O.CCO.CCO.CCO.CO.CO.CO
HOMO level = -8.6 eV
E = -52749.410 eV
ΔE to the lowest compared entry with this formula, charge and spin = 867.2 kJ/mol

Structure (XYZ):
```
85
C14H50N10O11, DFT ωB97M-V/def2-TZVPD
N 20.717 11.237 13.664
C 21.593 11.199 14.568
N 21.297 11.793 15.717
O 22.839 10.624 14.347
H 21.089 11.014 12.729
H 19.842 11.727 13.673
H 22.004 11.701 16.482
H 20.304 11.897 15.973
N 18.855 15.343 19.292
C 19.978 14.648 19.268
N 19.813 13.413 18.944
O 21.223 15.264 19.518
H 18.788 16.328 19.260
H 17.984 14.864 19.045
H 20.634 12.925 18.609
H 18.807 13.005 18.816
N 16.450 14.423 18.252
C 16.542 13.353 19.023
N 17.429 12.442 18.780
O 15.861 13.129 20.152
H 15.684 15.132 18.413
H 17.098 14.665 17.507
H 17.383 11.598 19.405
H 17.745 12.197 17.822
N 16.554 19.804 19.876
C 17.079 18.647 20.119
N 16.684 18.146 21.222
O 17.961 18.037 19.289
H 16.844 20.398 19.041
H 16.079 20.322 20.603
H 17.068 17.203 21.395
H 16.377 18.631 22.031
N 19.073 9.383 15.093
C 18.549 9.802 16.278
N 18.094 8.860 17.014
O 18.562 11.148 16.672
H 19.497 10.083 14.428
H 19.002 8.433 14.700
H 17.458 9.136 17.803
H 17.936 7.869 16.759
C 19.219 14.474 15.611
C 19.059 15.954 15.963
O 17.887 16.166 16.631
H 19.652 13.932 16.432
H 19.917 14.357 14.810
H 18.283 13.913 15.411
H 18.993 16.464 15.054
H 19.869 16.383 16.564
H 17.699 17.065 16.576
C 17.840 14.421 23.740
C 18.319 14.622 22.258
O 17.865 15.807 21.705
H 16.811 14.420 23.896
H 18.186 15.288 24.329
H 18.265 13.473 24.179
H 17.980 13.839 21.596
H 19.392 14.550 22.280
H 18.216 15.779 20.804
C 23.385 15.718 16.874
C 23.099 14.250 16.705
O 22.536 14.144 15.438
H 23.542 15.967 17.951
H 22.572 16.313 16.612
H 24.260 16.067 16.351
H 22.373 13.959 17.455
H 23.978 13.673 16.824
H 22.006 13.343 15.454
C 20.226 9.846 19.117
O 20.570 8.780 18.269
H 19.286 9.433 19.534
H 20.129 10.795 18.624
H 20.966 9.904 19.961
H 19.814 8.528 17.670
C 23.353 12.039 19.331
O 22.542 11.657 18.262
H 23.126 12.993 19.768
H 24.431 11.969 19.055
H 23.208 11.280 20.074
H 22.837 10.739 18.093
C 21.035 12.226 22.048
O 19.844 11.969 21.268
H 21.739 12.655 21.379
H 21.471 11.292 22.326
H 20.890 12.911 22.872
H 19.820 12.596 20.525
```

---

The following is a DFT calculation (ωB97M-V/def2-TZVPD) of 11 unconnected molecules or ions with the total composition C14H50N14O11 in a non-equilibrium geometry.

Calculated values
LUMO level = -0.479 eV
structure (SMILES) = NC(N)=O.NC(N)=O.NC(N)=O.NC(N)=O.NC(N)=O.NC(N)=O.NC(N)=O.CCO.CCO.CCO.CO
HOMO level = -7.1 eV
E = -58708.156 eV
ΔE to the lowest compared entry with this formula, charge and spin = 384.1 kJ/mol

Structure (XYZ):
```
89
C14H50N14O11, DFT ωB97M-V/def2-TZVPD
N -0.080 0.748 -3.365
C 0.699 1.699 -3.839
N 1.568 2.245 -2.998
O 0.563 1.984 -5.188
H -0.836 0.547 -3.999
H 0.028 0.331 -2.437
H 2.102 3.092 -3.297
H 1.591 2.153 -1.945
N 3.096 0.132 -2.275
C 4.273 0.403 -1.789
N 4.920 -0.593 -1.338
O 4.588 1.713 -1.518
H 2.570 1.000 -2.680
H 2.580 -0.738 -2.491
H 5.806 -0.444 -0.980
H 4.569 -1.509 -1.410
N -2.640 -0.861 0.506
C -3.493 -1.082 1.468
N -4.055 -0.031 2.005
O -3.751 -2.366 1.940
H -2.392 -1.742 0.092
H -2.495 0.060 -0.019
H -4.672 -0.231 2.894
H -3.805 0.903 1.718
N 2.039 2.183 -0.376
C 1.003 2.866 -0.127
N 1.219 4.108 -0.548
O -0.070 2.419 0.637
H 2.014 1.259 0.101
H 2.989 2.231 -0.702
H 0.472 4.785 -0.316
H 1.918 4.226 -1.251
N -1.030 -3.531 0.055
C -1.201 -3.745 1.285
N -0.600 -2.815 1.996
O -1.926 -4.791 1.900
H -1.491 -4.201 -0.572
H -0.647 -2.693 -0.386
H -0.553 -2.959 2.956
H -0.346 -1.857 1.677
N 2.605 0.117 3.145
C 1.442 -0.144 3.559
N 0.668 0.839 3.716
O 1.022 -1.408 3.937
H 3.221 -0.727 3.235
H 2.966 1.074 2.860
H -0.373 0.662 3.833
H 0.951 1.862 3.860
N 2.065 -0.437 0.567
C 0.866 -0.686 0.153
N -0.044 -0.298 1.018
O 0.577 -1.083 -1.136
H 2.915 -0.609 0.031
H 2.272 -0.361 1.594
H -1.072 -0.182 0.775
H 0.200 0.409 1.658
C 4.726 -2.328 1.495
C 4.741 -3.190 2.787
O 3.579 -2.778 3.563
H 5.697 -2.356 1.074
H 4.557 -1.249 1.813
H 3.942 -2.486 0.795
H 5.702 -3.039 3.229
H 4.697 -4.211 2.457
H 3.782 -2.764 4.482
C -3.006 -2.682 -4.403
C -3.291 -1.853 -3.176
O -2.060 -1.918 -2.451
H -2.154 -2.320 -5.032
H -3.935 -2.934 -5.054
H -2.813 -3.664 -4.007
H -3.923 -2.266 -2.473
H -3.469 -0.823 -3.504
H -1.342 -1.410 -2.787
C -4.797 3.773 1.488
C -3.180 3.687 1.503
O -2.832 2.339 1.173
H -5.179 3.877 0.445
H -5.123 4.695 1.968
H -5.207 2.961 1.913
H -2.809 3.975 2.511
H -2.912 4.480 0.737
H -1.864 2.368 1.092
C -3.072 1.275 -1.659
O -1.816 0.921 -1.160
H -3.959 0.675 -1.314
H -2.965 1.451 -2.771
H -3.317 2.270 -1.306
H -1.243 1.589 -1.574
```

---

The following is a DFT calculation (ωB97M-V/def2-TZVPD) of 11 unconnected molecules or ions with the total composition C14H50N4O11 in a non-equilibrium geometry.

Calculated values
LUMO level = 0.383 eV
structure (SMILES) = NC(N)=O.NC(N)=O.CCO.CCO.CCO.CO.CO.CO.CO.CO.CO
HOMO level = -8.6 eV
E = -43806.950 eV
ΔE to the lowest compared entry with this formula, charge and spin = 359.0 kJ/mol

Structure (XYZ):
```
79
C14H50N4O11, DFT ωB97M-V/def2-TZVPD
N -15.703 -12.821 -11.992
C -15.422 -14.051 -11.682
N -14.966 -14.193 -10.481
O -15.679 -15.179 -12.437
H -15.924 -12.601 -13.037
H -15.599 -12.103 -11.250
H -14.673 -15.140 -10.175
H -14.571 -13.352 -9.945
N -11.089 -16.421 -8.528
C -12.293 -16.638 -8.111
N -12.474 -17.348 -7.033
O -13.373 -16.056 -8.814
H -11.031 -15.694 -9.285
H -10.348 -17.076 -8.466
H -13.463 -17.577 -6.882
H -11.704 -18.043 -6.678
C -13.356 -17.878 -3.402
C -13.864 -16.447 -3.273
O -12.880 -15.685 -2.612
H -13.844 -18.486 -4.131
H -13.435 -18.395 -2.444
H -12.297 -17.879 -3.718
H -14.740 -16.398 -2.664
H -14.096 -15.975 -4.226
H -13.208 -14.763 -2.438
C -15.234 -14.392 -6.433
C -14.156 -13.385 -6.101
O -12.991 -13.639 -6.869
H -16.124 -14.236 -5.839
H -14.863 -15.409 -6.232
H -15.330 -14.171 -7.467
H -13.848 -13.482 -5.081
H -14.457 -12.356 -6.301
H -12.343 -14.097 -6.364
C -19.100 -17.172 -3.567
C -17.718 -16.550 -3.536
O -16.991 -16.775 -4.746
H -19.594 -16.840 -4.467
H -19.653 -16.844 -2.691
H -18.997 -18.240 -3.627
H -17.127 -17.094 -2.816
H -17.799 -15.461 -3.361
H -17.596 -16.393 -5.430
C -15.996 -17.572 -7.977
O -15.196 -17.869 -6.829
H -16.995 -17.496 -7.675
H -15.765 -18.171 -8.859
H -15.797 -16.617 -8.377
H -15.652 -18.174 -6.011
C -16.348 -20.106 -3.642
O -16.710 -19.334 -4.682
H -15.594 -20.851 -3.929
H -17.284 -20.426 -3.202
H -15.852 -19.479 -2.804
H -16.911 -18.461 -4.383
C -13.634 -20.426 -8.699
O -12.833 -19.365 -9.128
H -14.335 -20.745 -9.495
H -14.109 -20.131 -7.805
H -13.015 -21.310 -8.513
H -12.669 -18.822 -8.416
C -19.637 -15.562 -6.884
O -18.247 -15.337 -6.593
H -19.853 -15.292 -7.956
H -20.319 -15.185 -6.126
H -19.889 -16.607 -6.774
H -17.752 -14.844 -7.229
C -17.928 -15.662 -10.243
O -17.369 -14.822 -9.193
H -18.542 -16.370 -9.906
H -17.050 -16.155 -10.583
H -18.416 -15.063 -10.926
H -16.466 -14.622 -9.510
C -13.869 -17.798 -11.847
O -14.073 -17.273 -13.161
H -14.778 -17.561 -11.205
H -12.991 -17.501 -11.339
H -13.799 -18.918 -12.031
H -14.830 -16.660 -13.189
```

---

> Which value of ΔE to the lowest compared entry with this formula, charge and spin does entry 2 give?

384.1 kJ/mol